Record 1
ORCA calculation (ωB97M-V with the def2-TZVPD basis set) on 2 unconnected molecules or ions with the total composition C2H6N2O3 at a distorted geometry.

```
13
Properties=species:S:1:pos:R:3:forces:R:3:mulliken_charge:R:1
N 0.004392 -1.854341 0.128704 0.13 -0.34 -0.79 -0.60
C -0.776722 -0.852850 -0.556477 0.77 0.59 3.86 -0.30
C -1.199177 0.319409 -0.059058 -0.41 2.04 -1.33 -0.11
O -0.999049 0.843288 1.205331 0.76 -2.11 -0.52 -0.46
H 0.081651 -2.717780 -0.440477 -0.03 1.05 0.45 0.24
H -0.365369 -2.159297 1.006285 -0.26 0.08 0.65 0.20
H -1.083032 -1.195921 -1.440674 -1.09 -0.49 -3.73 0.40
H -1.624602 1.145499 -0.754125 0.37 -1.94 1.22 0.27
H -0.307050 0.233888 1.567590 -0.67 1.02 0.23 0.35
O 1.492778 3.018766 0.351212 0.08 -0.19 0.00 -0.39
N 1.327854 1.866777 0.409037 0.57 -0.25 -0.50 0.40
O 1.950175 1.224835 -0.700722 -2.10 -4.35 0.03 -0.45
H 1.498151 0.127726 -0.716625 1.88 4.87 0.42 0.44
```
Forces are in eV/Å.

The electronic energy is -414.869667 Eh. The value obtained for the energy relative to the best compared isomer or geometry (same formula, charge and spin) is 6.148 eV. The HOMO energy comes out at -0.3191 Ha. The multiplicity is 1. Its SMILES is N/C=C\O.O=NO. The calculation puts the LUMO energy at 0.50 eV.

=====

Record 2
ORCA calculation (ωB97M-V with the def2-TZVPD basis set) on a molecular structure, C70H53N8O4Rb.

```
136
Properties=species:S:1:pos:R:3:forces:R:3:mulliken_charge:R:1
Rb 0.645427 0.400980 -0.291236 0.34 0.03 -0.48 0.88
C -5.622327 8.089902 2.793758 -0.02 0.00 0.00 -0.84
O -4.229931 7.970271 2.639993 0.02 -0.01 0.00 -0.47
C -3.751256 6.739834 2.251150 0.02 0.04 0.01 1.12
C -4.550066 5.629487 2.022929 -0.02 0.00 0.01 -0.56
C -3.959341 4.430090 1.633116 -0.01 -0.01 -0.02 -0.42
C -2.587894 4.310148 1.464587 0.09 0.11 -0.01 -0.41
C -1.807183 5.443588 1.702208 -0.01 -0.01 0.00 0.07
C -2.373153 6.644432 2.088573 -0.02 -0.01 0.00 -0.87
C -1.957487 3.012455 1.078920 -0.06 -0.02 0.06 1.38
C -2.263753 2.524121 -0.202811 -0.09 -0.02 -0.07 -0.61
C -3.159525 3.196728 -1.142976 0.03 -0.02 -0.05 -1.24
C -3.365729 2.328246 -2.158171 -0.02 0.02 0.00 -1.15
C -2.578203 1.138672 -1.849620 -0.10 -0.06 0.04 -0.10
N -1.908814 1.315523 -0.700932 -0.22 -0.07 0.30 -0.29
C -2.608158 -0.049692 -2.617485 -0.05 0.12 0.09 0.40
C -1.997279 -1.268777 -2.310663 -0.05 -0.19 0.08 0.19
C -2.324236 -2.528756 -2.985407 0.02 0.03 -0.04 -1.01
C -1.797825 -3.513066 -2.229064 0.06 0.01 0.00 -1.44
C -1.129831 -2.854522 -1.096799 -0.09 -0.12 -0.25 0.12
C -0.613400 -3.558023 0.008480 -0.10 0.18 0.09 0.44
C -0.839389 -5.035330 0.005476 0.30 -0.15 -0.19 -0.73
C 0.117600 -5.915413 -0.505259 -0.02 0.02 0.02 0.26
C -0.087249 -7.283552 -0.518312 -0.05 -0.01 0.03 -0.96
C -1.272696 -7.808376 -0.012843 0.08 -0.04 -0.01 1.03
O -1.396973 -9.178470 -0.061254 0.01 0.01 -0.04 -0.47
C -2.636536 -9.717470 0.327700 -0.01 -0.01 0.02 -0.86
C -2.237790 -6.958015 0.503328 -0.04 0.01 0.02 -0.55
C -2.009588 -5.584012 0.505059 -0.03 0.02 0.02 -0.03
C -0.109755 -3.017349 1.208871 0.21 -0.16 0.10 0.03
N 0.037731 -1.715064 1.511847 -0.29 0.25 -0.06 0.25
C 0.331342 -1.632601 2.833284 -0.10 -0.14 -0.03 -0.42
C 0.246570 -0.481194 3.626647 -0.08 0.10 0.05 1.19
C 0.560375 -0.655741 5.078760 0.15 -0.01 0.01 -0.63
C 1.829134 -0.355523 5.577260 -0.02 0.02 0.00 0.09
C 2.142730 -0.523117 6.914163 -0.03 -0.02 0.03 -0.63
C 1.177660 -0.999673 7.795420 0.05 0.01 0.02 1.01
O 1.573779 -1.139763 9.105703 0.01 0.01 -0.02 -0.48
C 0.611803 -1.619314 10.013318 -0.01 0.00 0.00 -0.87
C -0.093455 -1.299301 7.328620 -0.02 0.00 0.02 -0.53
C -0.385332 -1.123831 5.978193 -0.01 -0.02 -0.03 -0.26
C -0.278618 0.784095 3.262882 0.14 0.01 -0.01 -0.12
C -0.682396 1.796431 4.225131 -0.01 0.09 0.01 -1.36
C -1.305079 2.770165 3.513418 0.10 0.06 0.03 -0.99
C -1.258932 2.357327 2.118711 -0.04 -0.12 0.05 -0.16
N -0.603053 1.179145 2.017440 -0.22 -0.11 -0.02 0.32
C 0.525405 -2.977664 3.376557 0.07 0.03 0.00 -1.08
C 0.235823 -3.836660 2.374318 0.01 0.02 -0.04 -1.50
N -1.216767 -1.521810 -1.235197 -0.03 0.20 0.40 0.32
C -3.512140 -0.040974 -3.806450 0.17 0.01 -0.21 -0.81
C -2.980596 0.103620 -5.091188 -0.01 -0.04 0.03 0.04
C -3.797592 0.088196 -6.206437 -0.03 0.00 0.02 -0.93
C -5.171983 -0.071929 -6.058790 0.03 0.03 -0.04 1.07
O -5.908384 -0.079170 -7.223660 0.02 -0.02 0.00 -0.47
C -7.289417 -0.306047 -7.101575 0.00 0.02 0.01 -0.87
C -5.722172 -0.203858 -4.792795 -0.04 -0.02 0.01 -0.70
C -4.883678 -0.185415 -3.679802 0.01 0.02 0.02 0.04
H -6.150750 7.887109 1.856627 0.00 0.00 0.00 0.32
H -5.810981 9.118504 3.094828 0.00 0.00 0.00 0.24
H -6.003273 7.413937 3.566255 0.00 0.00 0.00 0.32
H -5.623319 5.672774 2.145207 0.00 0.00 0.00 0.35
H -4.583422 3.562776 1.456118 0.00 -0.01 0.00 0.48
H -0.734289 5.370677 1.574232 0.00 0.00 0.01 0.49
H -1.763428 7.521332 2.265084 0.00 0.01 0.00 0.39
H -3.554483 4.196217 -1.048463 -0.03 -0.01 0.02 0.48
H -3.963910 2.481938 -3.043196 -0.01 0.00 0.00 0.57
H -2.888063 -2.629532 -3.900317 -0.05 -0.01 0.03 0.43
H -1.847452 -4.575961 -2.412350 -0.04 -0.01 0.04 0.40
H 1.037679 -5.504965 -0.902906 0.01 0.00 0.00 0.50
H 0.656744 -7.961725 -0.916570 0.00 -0.01 -0.01 0.38
H -3.460337 -9.292448 -0.254126 0.00 -0.01 0.00 0.34
H -2.834479 -9.551845 1.391869 0.00 0.01 -0.01 0.31
H -2.579358 -10.787665 0.138789 0.00 0.00 0.01 0.24
H -3.165378 -7.340481 0.905910 0.00 0.01 0.00 0.38
H -2.764660 -4.918632 0.905633 0.00 0.01 0.00 0.49
H 2.578378 0.024855 4.892160 0.00 0.00 0.00 0.43
H 3.128009 -0.288889 7.297286 0.00 0.00 0.00 0.40
H 0.264396 -2.620996 9.740893 0.00 0.00 0.00 0.33
H -0.252646 -0.950640 10.075558 0.00 0.00 0.00 0.33
H 1.100876 -1.662255 10.984363 0.00 0.00 0.00 0.24
H -0.863447 -1.668261 7.991609 0.00 0.00 0.00 0.35
H -1.376624 -1.360208 5.611017 0.00 0.00 0.00 0.48
H -0.546255 1.758424 5.295553 -0.02 -0.03 0.01 0.41
H -1.774248 3.661454 3.901733 -0.01 0.00 0.00 0.42
H 0.814101 -3.223575 4.387577 -0.04 0.00 0.01 0.48
H 0.245448 -4.915551 2.414901 -0.04 -0.01 0.01 0.40
H -1.912556 0.248974 -5.200840 -0.03 -0.02 -0.02 0.85
H -3.387120 0.209214 -7.200949 0.01 0.00 0.00 0.42
H -7.782923 0.490781 -6.534804 0.00 -0.01 0.00 0.32
H -7.499774 -1.264392 -6.615261 0.00 0.00 -0.01 0.33
H -7.689125 -0.322059 -8.113891 0.00 0.00 0.00 0.25
H -6.787357 -0.323281 -4.650599 0.00 0.00 0.00 0.37
H -5.310014 -0.289050 -2.689001 0.00 -0.01 0.00 0.48
N 2.842066 0.211051 -2.896751 0.09 -0.57 0.11 0.18
C 3.464714 0.456174 -4.098003 0.08 0.16 0.09 0.16
C 4.740332 -0.082274 -4.319776 0.01 0.04 -0.01 -0.67
C 5.475367 0.224699 -5.451641 0.02 0.01 -0.01 -0.46
C 4.948321 1.096576 -6.393030 0.03 -0.03 -0.02 -0.73
C 3.669952 1.603329 -6.193156 -0.08 -0.03 -0.01 -0.51
C 2.879544 1.284085 -5.089654 -0.04 -0.10 -0.04 0.51
C 1.467851 1.770155 -4.997514 0.12 0.00 0.02 0.86
C 0.773368 1.935635 -6.208635 -0.06 0.07 -0.02 -0.48
C -0.506956 2.466501 -6.221942 0.03 0.03 0.08 -0.88
C -1.090683 2.826557 -5.008564 0.04 0.07 -0.09 -0.42
C -0.406674 2.594829 -3.823060 -0.02 0.05 0.10 -0.11
C 0.884143 2.037404 -3.736160 -0.05 -0.11 -0.04 -0.82
H 3.089080 -0.664591 -2.459442 -0.05 0.02 0.02 0.16
H 1.866988 0.524460 -2.837384 0.13 0.45 -0.18 -0.32
H 5.159057 -0.738594 -3.562034 -0.01 -0.01 0.00 0.35
H 6.462321 -0.205342 -5.585003 0.00 0.00 -0.01 0.35
H 5.514198 1.370436 -7.275723 0.01 0.01 0.01 0.35
H 3.249837 2.276830 -6.931469 0.04 0.01 0.01 0.44
H 1.228182 1.629244 -7.147051 -0.03 0.00 0.00 0.34
H -1.046276 2.583302 -7.156873 0.00 0.00 -0.01 0.35
H -2.092216 3.250365 -4.988573 0.00 -0.01 -0.01 0.33
H -0.927074 2.849808 -2.902821 0.06 0.02 -0.03 0.26
N 12.151416 1.891477 2.269662 -0.03 -0.01 0.01 -0.54
C 11.039440 1.630147 2.132663 0.16 0.05 0.00 0.16
C 9.655698 1.303192 1.961580 -0.09 -0.03 0.01 0.40
C 8.954624 0.670911 2.986046 -0.01 0.02 -0.07 -1.17
C 7.621844 0.352084 2.822055 -0.03 -0.01 -0.03 -0.30
C 6.961370 0.659609 1.631059 0.00 0.00 0.00 1.89
C 7.667258 1.296249 0.607003 -0.01 0.00 0.01 -0.54
C 8.999674 1.613175 0.770999 -0.01 -0.03 0.06 -1.18
N 5.610257 0.331967 1.467019 -0.01 0.00 -0.01 0.31
C 4.764804 -0.265754 2.395469 -0.03 -0.03 0.05 -0.47
C 3.559482 -0.388855 1.786270 0.10 0.01 0.07 -0.51
N 3.626704 0.112695 0.502783 -0.10 -0.08 0.01 -0.15
C 4.841891 0.529850 0.342306 -0.02 0.04 -0.09 -0.39
H 9.456249 0.428022 3.912634 0.02 0.01 0.00 0.42
H 7.095566 -0.139942 3.625202 0.00 -0.01 0.00 0.33
H 7.180902 1.550563 -0.322153 -0.01 0.00 0.00 0.36
H 9.535718 2.105773 -0.028325 0.02 0.00 0.00 0.44
H 5.084131 -0.539266 3.383248 -0.01 0.00 0.00 0.39
H 2.643823 -0.802119 2.183232 -0.01 -0.01 0.00 0.12
H 5.217283 0.979023 -0.561547 -0.03 0.00 -0.03 0.36
```
Forces are in eV/Å.

The electronic energy is -3462.330442 Eh. Its net charge is -2. The value obtained for the energy relative to the best compared isomer or geometry (same formula, charge and spin) is 0.000 eV. The HOMO energy comes out at -0.0528 Ha. The multiplicity is 1. The calculation puts the LUMO energy at 2.90 eV.

=====

It is found that the Kohn-Sham gap values, taken in the order of the records, are 0.338; 0.159 Ha.